[1]
Below is a 22-piece molecular cluster, C14H74N2O29P5S overall at a distorted geometry, with properties calculated with ωB97M-V with the def2-TZVPD basis set.

Structure (XYZ):
```
125
Properties=species:S:1:pos:R:3:forces:R:3
C -1.53265 -3.27624 -0.11402 0.09 0.34 -0.08
C -0.53233 -4.00756 -0.57488 1.51 -0.07 -0.24
C -0.36457 -4.11898 -2.06664 1.37 0.15 1.44
O -1.32263 -4.07983 -2.73319 -2.90 0.12 -2.22
O 0.81790 -4.31067 -2.69798 0.71 0.22 1.14
C 1.97279 -3.80022 -2.02503 1.39 0.45 -0.38
C 2.11664 -2.26260 -2.15747 0.26 -0.80 -0.16
C 2.29963 -1.91934 -3.66170 0.23 0.73 0.47
C 1.45622 -0.71889 -4.18328 -0.10 -1.43 -0.40
C -0.03817 -0.65308 -3.72984 0.25 1.58 -0.46
C -0.31405 0.80904 -3.21256 -0.48 -0.06 0.23
C -0.44565 0.89841 -1.67374 -0.22 -1.25 -0.78
N 0.15353 2.11838 -1.05946 -1.56 0.29 -0.21
C -0.25210 2.07696 0.37352 0.45 -0.60 0.60
P 0.36442 0.65808 1.48754 -0.20 0.02 0.35
P 2.43655 0.14933 1.00363 0.89 -0.74 -0.60
O 3.36069 0.79810 1.91473 0.46 0.77 0.57
O 2.86759 0.63504 -0.50022 -1.00 -0.53 0.48
O 2.61077 -1.46761 1.11125 -1.34 1.02 -0.52
P -0.03183 3.74073 1.25695 -1.09 1.75 0.85
C 1.32122 3.64305 2.51410 0.71 0.01 -0.76
O 0.51614 4.80818 0.06344 0.45 -1.86 0.82
C -1.79962 1.84311 0.19566 0.44 0.28 -0.78
P -2.69853 1.50772 1.79755 -1.08 -0.68 0.52
S -3.58604 -0.22124 1.88997 0.25 -0.20 -0.19
C -1.84427 0.78105 -0.95813 -0.19 -1.27 0.28
P -3.36125 0.77678 -2.01763 -0.41 2.31 -1.50
N -3.63888 2.22659 -2.54119 0.72 -0.57 0.60
O -4.56212 0.18505 -1.13475 1.28 -0.50 -1.08
O -3.20362 -0.22557 -3.29234 0.16 -0.57 1.43
H -1.84733 -3.29934 0.92308 0.24 0.36 -0.11
H -1.99151 -2.61479 -0.84308 -0.69 -0.32 0.16
H 0.17930 -4.51038 0.07009 -0.44 -0.27 0.03
H 2.09036 -4.14436 -0.98908 -0.45 -0.02 -0.15
H 2.84670 -4.20894 -2.57752 -0.73 0.08 0.48
H 3.02712 -2.01690 -1.59131 -0.18 0.05 -0.13
H 1.28851 -1.72335 -1.66882 -0.05 -0.20 -0.19
H 2.18558 -2.83415 -4.25227 -0.38 0.30 0.03
H 3.35345 -1.62729 -3.78572 -0.24 -0.16 -0.12
H 2.02173 0.19907 -3.97669 -0.37 -0.06 0.15
H 1.43618 -0.82087 -5.27814 0.16 0.25 0.24
H -0.70205 -0.77690 -4.60761 0.52 -0.28 0.45
H -0.33113 -1.40906 -2.99387 0.11 0.11 -0.10
H 0.49349 1.48802 -3.50556 -0.10 -0.31 -0.04
H -1.20876 1.20461 -3.70523 0.20 0.16 0.29
H 0.10440 0.02682 -1.29513 0.22 0.40 0.13
H -0.46040 2.86483 -1.42472 0.70 0.37 -0.28
H 1.10480 2.39230 -1.31878 0.07 -0.32 0.08
H -0.36432 -0.49236 1.06021 0.27 0.23 -0.35
H 2.28689 0.23558 -1.16941 0.36 -0.08 -0.19
H 1.75540 -1.88613 0.88312 0.40 -0.28 -0.01
H 1.25888 4.52979 3.15664 -0.34 -0.10 -0.28
H 2.31274 3.67880 2.04045 -0.16 -0.25 0.23
H 1.23965 2.76986 3.17070 -0.08 0.10 -0.25
H 1.46577 4.60403 -0.05961 0.10 0.41 -0.15
H -2.22799 2.78010 -0.21466 0.15 -0.06 0.32
H -3.61187 2.58122 1.96504 0.55 0.02 -0.29
H -1.82335 1.59642 2.90981 0.08 0.58 -0.64
H -1.85222 -0.23552 -0.53992 -0.04 0.18 0.35
H -3.65639 2.21671 -3.55518 -0.45 0.51 0.06
H -4.50993 -0.78523 -1.21788 -0.46 0.04 0.60
H -3.03353 0.27874 -4.09669 -0.01 -0.10 0.03
O -5.95457 3.59685 -1.14465 -0.42 0.01 0.41
H -6.77416 3.39412 -1.62467 0.21 -0.08 -0.31
H -5.48423 2.75765 -1.11385 0.17 0.04 -0.34
O 3.37309 3.69345 -0.20535 -0.19 0.14 -0.07
H 3.46401 2.75711 -0.00984 0.11 -0.26 0.02
H 4.25350 4.05498 -0.02749 -0.03 0.09 0.00
O 4.04551 0.15469 4.84081 -0.19 -0.17 0.09
H 4.02591 0.50378 3.94291 -0.06 0.02 -0.07
H 3.34327 -0.51356 4.86105 0.19 0.04 0.11
O 4.07027 1.54569 7.77088 0.01 -0.10 -0.06
H 4.95059 1.85569 8.00848 -0.01 0.07 -0.10
H 4.18390 1.18004 6.88211 -0.03 0.03 -0.02
O -1.10277 -6.69314 0.71948 0.02 -0.20 0.04
H -1.88869 -7.01927 0.26622 -0.01 0.11 0.00
H -0.53939 -7.47165 0.80054 -0.01 0.04 0.07
O -7.99283 2.85289 -3.10197 -0.10 -0.18 0.16
H -7.60819 2.25841 -3.75500 0.05 0.10 -0.01
H -8.71499 2.34409 -2.71443 -0.05 0.09 -0.03
O 0.05502 -3.58732 2.45680 0.14 0.22 -0.19
H 0.20035 -4.50357 2.72319 0.18 0.11 0.13
H 0.90016 -3.16039 2.64641 -0.10 -0.25 0.42
O 3.59068 -6.04910 -3.36901 -0.02 -0.32 -0.09
H 2.78339 -6.32736 -3.81736 -0.01 0.09 0.02
H 4.11666 -6.85502 -3.32130 0.07 0.08 -0.01
O 0.95715 3.69207 -3.19547 -0.03 0.17 0.16
H 0.30987 3.99387 -3.84493 0.02 0.06 0.02
H 1.22745 4.50404 -2.74702 0.00 0.05 -0.13
O -3.05350 5.20699 -0.68238 0.27 -0.35 -0.08
H -2.37727 5.71044 -1.15295 -0.05 -0.04 -0.06
H -3.45066 4.64916 -1.36656 -0.22 0.06 0.05
O -1.50877 1.11856 4.81996 0.25 -0.13 0.20
H -1.89808 1.10722 5.70155 -0.07 0.07 -0.06
H -0.83388 0.43027 4.85173 -0.04 0.01 0.01
O 2.72711 -4.65563 3.01957 0.24 0.16 -0.05
H 3.16639 -4.18432 2.30122 0.03 -0.08 0.05
H 3.45000 -5.12673 3.47099 0.04 -0.25 -0.12
O 6.97062 0.69484 7.61790 -0.02 -0.15 0.07
H 7.39319 0.10756 6.98350 0.01 0.09 -0.03
H 6.33706 0.12921 8.07496 0.00 0.03 -0.01
O -1.21279 6.34865 -3.03076 0.02 0.03 0.05
H -1.85869 6.62533 -3.69126 -0.02 -0.04 0.03
H -0.94260 7.17266 -2.60838 0.05 -0.03 -0.03
O -1.33779 -6.34258 3.87061 0.08 0.10 -0.06
H -1.31339 -5.99927 2.96976 -0.17 -0.19 -0.09
H -2.03324 -7.00756 3.84742 0.03 0.02 0.05
O -7.92769 6.33241 -1.17537 -0.05 -0.13 -0.14
H -8.74086 6.13424 -1.65072 0.01 0.07 0.03
H -7.46248 5.48869 -1.14198 0.11 0.12 0.15
O 4.99825 -6.26607 3.82736 0.06 0.16 -0.18
H 5.84363 -5.94231 4.15923 -0.07 -0.01 0.11
H 5.21112 -6.64574 2.96715 -0.04 -0.10 0.06
O -1.51105 -1.31907 -7.06109 -0.05 -0.07 0.14
H -1.08877 -1.89348 -7.70893 0.02 0.08 -0.01
H -2.20008 -1.87087 -6.67427 0.02 -0.01 -0.04
O -7.28143 3.56393 1.51554 0.03 -0.27 0.07
H -6.90109 3.26934 0.67618 0.06 0.31 0.02
H -6.55737 4.02109 1.95385 -0.08 0.10 -0.05
O 6.44717 3.32016 1.19562 -0.42 -0.09 -0.24
H 6.87301 2.74788 0.54772 0.10 0.05 0.06
H 5.77599 2.75728 1.60165 0.15 -0.02 0.16
O 2.35116 -2.71061 5.14605 0.14 0.12 -0.11
H 2.87101 -3.29520 4.57381 -0.32 0.08 0.06
H 1.68887 -3.29060 5.53822 0.03 0.08 0.00
```
Forces are in eV/Å.

Summary:
Total charge: +1
Kohn-Sham gap (Eh): 0.31383
Highest occupied orbital energy (eV): -10.94

[2]
Below is C12H31As3N3OsS as an isolated structure, with properties calculated with ωB97M-V with the def2-TZVPD basis set.

Structure (XYZ):
```
51
Properties=species:S:1:pos:R:3:forces:R:3
Os 1.18274 1.93983 -1.46949 0.39 -0.14 0.02
C 1.89109 -1.84963 -1.08837 -0.04 -0.02 0.02
As 0.61823 -0.52643 -1.71128 0.03 0.10 0.03
C 0.42828 -0.93008 -3.58908 0.03 -0.08 0.00
C -1.14138 -1.09594 -1.06440 -0.06 -0.04 -0.06
C -1.72120 -0.67810 0.29633 -0.02 0.02 0.02
C -3.16607 -1.21216 0.34650 -0.02 0.02 -0.02
C -1.85797 0.85654 0.41419 -0.08 -0.04 0.07
As -0.33910 2.07546 0.39280 -0.36 0.03 -0.02
C 0.63274 1.84893 2.03941 0.00 0.02 0.10
C -1.19093 3.79386 0.52937 -0.05 -0.04 0.13
C -0.91912 -1.24402 1.49254 0.05 0.03 0.01
As -1.41893 -3.02656 2.13750 -0.04 -0.01 -0.01
C -0.59252 -3.36325 3.83556 0.02 0.01 0.01
C -1.06753 -4.46190 0.90988 0.03 -0.02 -0.02
H 1.48234 -2.84403 -1.26730 0.01 0.00 0.00
H 2.12199 -1.72183 -0.03238 0.00 0.00 0.00
H 2.81083 -1.75161 -1.66389 0.00 0.01 0.00
H 0.06396 -1.95166 -3.69502 0.00 0.01 -0.04
H 1.39540 -0.84098 -4.08084 0.00 0.01 -0.01
H -0.27581 -0.23743 -4.04580 0.00 0.00 0.01
H -1.13116 -2.18575 -1.15949 0.01 0.00 0.03
H -1.82290 -0.74109 -1.84285 0.01 0.00 0.00
H -3.78647 -0.73083 -0.40958 0.00 -0.01 0.00
H -3.62643 -1.02040 1.31835 0.01 0.01 0.00
H -3.20676 -2.28647 0.14457 0.01 -0.01 0.01
H -2.39857 1.09390 1.33573 0.01 0.02 -0.01
H -2.48900 1.21211 -0.40519 0.00 -0.02 0.00
H -0.08044 1.80616 2.86311 0.03 0.00 0.02
H 1.27455 2.71805 2.17694 0.01 0.00 0.00
H 1.24559 0.95020 2.02520 -0.01 -0.01 0.00
H -1.78288 3.82205 1.44385 -0.02 0.05 -0.02
H -1.83228 3.94970 -0.33594 0.00 0.00 0.00
H -0.42352 4.56444 0.56472 0.00 0.00 0.01
H -1.06783 -0.62430 2.38022 -0.01 -0.01 0.00
H 0.16047 -1.28691 1.31098 -0.01 0.01 -0.01
H -0.82582 -2.55489 4.52483 -0.01 -0.01 0.01
H 0.48705 -3.43929 3.68656 0.00 0.00 0.00
H -0.97705 -4.30697 4.21924 0.00 0.00 0.02
H -1.60803 -4.30824 -0.02070 -0.01 -0.02 0.00
H -1.39554 -5.39020 1.37597 -0.01 0.00 0.00
H 0.00912 -4.50933 0.73133 0.00 0.01 0.00
S 0.75343 6.41552 -2.53671 0.02 -0.02 -0.02
C 0.89357 4.92131 -2.19362 -0.08 0.05 0.02
N 1.00272 3.73962 -1.92366 -0.04 0.16 -0.05
N 3.87592 3.32891 -1.06394 0.07 -0.09 -0.05
N 3.39339 2.05342 -1.58226 0.29 -0.06 -0.18
H 4.74894 3.55451 -1.53668 0.01 -0.01 0.03
H 4.10893 3.19389 -0.08498 -0.10 0.04 0.02
H 3.87278 1.27246 -1.13364 0.05 0.01 -0.03
H 3.69118 2.00941 -2.55856 -0.12 0.04 -0.02
```
Forces are in eV/Å.

Summary:
Total charge: +3
Kohn-Sham gap (spin up / spin down) (Eh): 0.29511 / 0.23711
Highest occupied orbital energy (spin up / spin down) (eV): -17.36 / -17.60
Energy above the lowest of the compared OMol25 structures with the same formula, charge and spin (eV): 0.707
Spin multiplicity: 5

[3]
Below is an isolated ion of composition C4H3N2O3 and charge +1 at a distorted geometry, with properties calculated with ωB97M-V with the def2-TZVPD basis set.

Structure (XYZ):
```
12
Properties=species:S:1:pos:R:3:forces:R:3
N -0.08367 -2.83569 -1.85808 0.44 2.00 1.55
N 0.04724 -1.95732 -1.19765 -0.61 1.32 0.45
C 0.09503 -0.52158 -0.35196 0.13 -4.07 -1.52
C -0.93843 0.44897 -0.26966 -0.37 -0.85 -1.02
O -2.01175 0.39491 -1.07030 -0.20 1.98 0.80
C -0.46573 1.31316 0.63002 -0.11 2.40 0.57
O 0.81447 0.93993 1.03761 -0.41 -1.41 0.73
C 1.04252 -0.30073 0.58796 1.05 0.74 -1.24
O 2.16769 -0.89626 0.90470 -0.69 1.46 1.00
H -2.34386 1.32751 -0.99918 -0.45 -1.19 -0.65
H -0.77961 2.31598 1.00770 0.19 -1.26 -0.55
H 2.45611 -0.22888 1.57882 1.04 -1.12 -0.12
```
Forces are in eV/Å.

Summary:
Total charge: +1
Kohn-Sham gap (Eh): 0.30768
Highest occupied orbital energy (eV): -13.68
Energy above the lowest of the compared OMol25 structures with the same formula, charge and spin (eV): 0.920
SMILES string: N#[N+]c1c(O)coc1O